Formula: C33H31N5O3SiSn
Source: the OMol25 dataset
Level of theory: ωB97M-V with the def2-TZVPD basis set

Geometry as ORCA input:
```
! RIJCOSX wB97M-V def2-TZVPD def2/J DEFGRID3
* xyz 2 1
Sn -0.50 0.40 0.54
O 3.35 0.05 -1.96
C 3.48 1.38 -2.20
C 4.53 1.78 -3.05
C 4.66 3.09 -3.42
C 3.81 4.08 -2.94
C 2.83 3.72 -2.02
C 2.70 2.38 -1.60
C 1.74 2.01 -0.57
O 1.50 0.74 -0.30
N 1.11 2.94 0.13
N 0.26 2.44 1.01
C 0.03 3.00 2.14
C -0.68 2.22 3.16
C -1.23 2.70 4.31
C -1.98 1.79 5.07
C -2.06 0.45 4.72
C -1.38 0.03 3.61
N -0.76 0.93 2.83
H 2.62 -0.04 -1.32
H 5.18 1.01 -3.41
H 5.49 3.36 -4.08
H 3.94 5.08 -3.35
H 2.14 4.45 -1.63
H 0.54 3.92 2.38
H -1.18 3.75 4.58
H -2.49 2.10 5.97
H -2.65 -0.25 5.34
H -1.33 -1.02 3.31
C -0.83 0.67 -4.01
C -1.35 0.30 -2.64
O -0.76 0.74 -1.60
N -2.40 -0.52 -2.58
C -3.00 -0.89 -1.31
C -3.52 0.29 -0.50
C -4.90 0.53 -0.55
C -5.41 1.54 0.24
C -4.56 2.36 0.93
C -3.19 2.06 0.93
N -2.66 1.02 0.24
H -1.54 1.33 -4.47
H -0.69 -0.21 -4.63
H 0.11 1.23 -3.90
H -2.79 -0.92 -3.44
H -2.26 -1.47 -0.72
H -3.79 -1.58 -1.55
H -5.52 -0.11 -1.18
H -6.47 1.75 0.28
H -4.88 3.25 1.44
H -2.50 2.66 1.46
C 1.05 -3.13 -3.71
C 2.05 -2.87 -2.77
C 1.74 -2.68 -1.42
C 0.44 -2.78 -0.99
C -0.52 -3.24 -1.90
C -0.24 -3.36 -3.26
Si -0.05 -2.08 0.74
C 1.06 -2.54 2.15
C 0.52 -3.35 3.13
C 1.32 -3.87 4.17
C 2.66 -3.56 4.19
C 3.20 -2.76 3.21
C 2.42 -2.28 2.17
H 1.24 -3.15 -4.80
H 3.08 -2.71 -3.06
H 2.57 -2.42 -0.75
H -1.52 -3.44 -1.57
H -1.05 -3.70 -3.92
H -1.43 -2.52 1.01
H -0.53 -3.58 3.18
H 0.86 -4.48 4.92
H 3.27 -3.89 5.01
H 4.25 -2.46 3.23
H 2.85 -1.67 1.37
*
```

- HOMO-LUMO gap (eV) = 6.38

Löwdin population analysis, charges in e, atoms 1 to 5:
1. Sn 1.32
2. O 0.06
3. C -0.23
4. C 0.01
5. C -0.06



Formula: C5H9NO
Source: the OMol25 dataset
Level of theory: ωB97M-V with the def2-TZVPD basis set

Geometry as ORCA input:
```
! RIJCOSX wB97M-V def2-TZVPD def2/J DEFGRID3
* xyz 0 1
C -1.51 0.10 1.27
C -1.83 0.14 -0.20
N -1.65 1.19 -0.88
C 1.47 -0.05 -0.78
C 2.24 0.81 -0.11
C 1.30 -1.42 -0.27
O 0.57 -2.24 -0.78
H -1.00 1.01 1.56
H -2.44 0.00 1.84
H -0.89 -0.78 1.51
H -2.23 -0.79 -0.62
H -1.94 1.04 -1.85
H 0.94 0.22 -1.68
H 2.73 0.53 0.82
H 2.38 1.83 -0.45
H 1.88 -1.67 0.64
*
```

- SMILES string = [H]/N=C/C.C=CC=O
- HOMO-LUMO gap (eV) = 10.28

natural (NBO) population analysis, charges in e, atoms 1 to 5:
1. C -0.68
2. C 0.15
3. N -0.63
4. C -0.31
5. C -0.30



Formula: C4H9N2
Source: the OMol25 dataset
Level of theory: ωB97M-V with the def2-TZVPD basis set

Geometry as ORCA input:
```
! RIJCOSX wB97M-V def2-TZVPD def2/J DEFGRID3
* xyz 1 1
C 0.86 -1.51 -0.34
C -0.62 0.03 0.83
C 0.73 -0.24 0.26
C 1.25 0.94 -0.63
N -2.63 0.28 -0.40
N -1.62 -0.27 -0.21
H 1.77 -1.84 -0.74
H -0.01 -2.11 -0.56
H -1.02 -0.59 1.64
H -0.70 1.02 1.20
H 1.28 -0.29 1.21
H 0.88 1.79 -0.14
H 0.67 0.83 -1.64
H 2.35 1.03 -0.74
H -3.21 0.93 0.24
*
```

- HOMO-LUMO gap (spin up / spin down) (eV) = 5.04 / 7.87

natural (NBO) population analysis, charges in e, atoms 1 to 5:
1. C 0.11
2. C -0.31
3. C -0.40
4. C -0.57
5. N -0.17